1.
The following is a quantum chemistry calculation of a molecular structure, C16H25F4N2OSZr at a distorted geometry, from the OMol25 dataset.

As for the HOMO energy: -18.02 eV. The total charge is +3.

Element x y z (Å)
Zr -0.4283 -0.3226 -0.4448
C -0.0931 -3.0803 -0.7075
C 0.7903 -2.6299 0.4788
N 1.3114 -1.2538 0.2360
C 2.3923 -1.2275 -0.8098
C 3.6225 -2.0781 -0.4977
C 1.7131 -0.5592 1.4978
C 0.4719 -0.2951 2.3902
N -0.6979 -0.0962 1.5142
C -1.9542 -0.4614 1.9813
C -2.9388 -0.8201 1.0429
F -2.4949 -0.7019 -0.3581
C -4.2247 -1.2351 1.3610
F -5.0627 -1.5390 0.3939
C -4.5693 -1.3522 2.6992
C -3.6368 -1.0069 3.6712
F -3.9500 -1.1167 4.9358
C -2.3585 -0.5489 3.3271
F -1.5039 -0.1706 4.2746
H -0.8043 -3.8380 -0.3618
H 0.5027 -3.5631 -1.4906
H -0.6798 -2.2331 -1.1848
H 1.6230 -3.3360 0.6175
H 0.2050 -2.6319 1.4138
H 2.7148 -0.1813 -0.9218
H 1.9540 -1.5788 -1.7640
H 4.1019 -1.7816 0.4297
H 4.3536 -1.9281 -1.2886
H 3.4102 -3.1432 -0.4760
H 2.1647 0.4044 1.2198
H 2.4487 -1.1466 2.0651
H 0.6460 0.5890 3.0219
H 0.3030 -1.1380 3.0759
H -5.5522 -1.6892 2.9946
C 2.9094 2.7710 -1.1858
C 1.6273 3.4898 -1.5515
S 0.5418 2.3440 -2.4536
O 0.2008 1.2655 -1.3100
C -0.9948 3.3281 -2.4852
C -1.9522 2.8067 -3.5443
H 3.6001 3.4577 -0.7031
H 3.4039 2.3894 -2.0775
H 2.6950 1.9639 -0.4810
H 1.8315 4.3169 -2.2339
H 1.0972 3.8594 -0.6708
H -0.7082 4.3553 -2.7134
H -1.4125 3.2769 -1.4721
H -1.5143 2.8881 -4.5373
H -2.8598 3.4088 -3.5507
H -2.2449 1.7695 -3.3669

=====

2.
The following is a quantum chemistry calculation of 4 unconnected molecules or ions with the total composition C16H25F9O8 at a distorted geometry, from the OMol25 dataset.

As for the HOMO energy: -9.66 eV. The total charge is 0.

Element x y z (Å)
C 12.6185 -15.7303 15.7191
O 11.3013 -16.1418 15.4127
C 11.3042 -17.2268 14.4991
C 9.9005 -17.5458 14.1075
O 9.2783 -16.5510 13.3063
C 8.6989 -15.4852 14.0418
H 12.5660 -15.0037 16.5269
H 13.0709 -15.2451 14.8464
H 13.2118 -16.5923 16.0428
H 11.7658 -18.0934 14.9930
H 11.9613 -16.9487 13.6668
H 9.2546 -17.6813 14.9840
H 9.8897 -18.4648 13.5188
H 9.4853 -14.8638 14.4782
H 8.0348 -15.8440 14.8332
H 8.1666 -14.8726 13.3165
C 8.0124 -15.4274 9.4793
C 6.9166 -15.8503 10.4541
O 6.2410 -17.0052 9.9374
C 4.9203 -17.0572 9.9145
O 4.1716 -16.2044 10.2856
C 4.4473 -18.5037 9.6228
F 3.5879 -18.5117 8.5877
F 5.4439 -19.3308 9.3368
F 3.7988 -18.9484 10.6975
H 8.6020 -14.6353 9.9379
H 7.5935 -15.0832 8.5354
H 8.6317 -16.3107 9.3545
H 6.2242 -15.0295 10.6252
H 7.4077 -16.1877 11.3659
C 8.6204 -21.8985 16.7148
C 9.9962 -22.4424 16.3216
O 10.0715 -22.6401 14.9173
C 10.6979 -21.7436 14.1756
O 11.2402 -20.7552 14.5654
C 10.6732 -22.1435 12.6877
F 10.7716 -23.4520 12.4960
F 9.4885 -21.7568 12.1577
F 11.6467 -21.5148 12.0558
H 7.9016 -22.7009 16.8908
H 8.1855 -21.3768 15.8550
H 8.6153 -21.1988 17.5449
H 10.1483 -23.4040 16.8025
H 10.7557 -21.7432 16.6643
C 8.6486 -19.3724 8.5432
C 9.1059 -19.1507 9.9749
O 10.0681 -18.0726 9.9282
C 11.3340 -18.3972 9.9578
O 11.8059 -19.4895 10.0693
C 12.2264 -17.1335 9.8758
F 12.7279 -16.8549 11.0860
F 13.2331 -17.3340 9.0374
F 11.5391 -16.0581 9.4645
H 7.8701 -20.1319 8.4741
H 9.5054 -19.6397 7.9308
H 8.1714 -18.4423 8.2348
H 9.5687 -20.0123 10.4417
H 8.2715 -18.8064 10.5819

=====

3.
The following is a quantum chemistry calculation of 2 unconnected molecules or ions with the total composition C16H25N3O3S2 at a distorted geometry, from the OMol25 dataset.

As for the HOMO energy: -8.40 eV. The value obtained for the energy relative to the best compared isomer or geometry (same formula, charge and spin) is 1342.60 kJ/mol. The total charge is 0.

Element x y z (Å)
C -0.9430 1.6372 2.3199
C -1.2073 0.4344 1.2208
O -1.8794 0.8790 -0.0104
C -0.8704 1.2818 -1.0459
O -0.2292 2.4328 -0.8284
C -0.7084 0.2973 -2.3466
C 0.7359 0.3885 -3.1156
C 2.0501 0.3461 -2.1218
C 2.0522 -0.9996 -1.1846
C 1.6424 -2.4285 -1.9483
C 1.5928 -3.7765 -1.0069
S 1.1367 -5.3962 -1.8686
C 1.9143 -3.7808 0.6073
N 1.8569 -4.9574 1.5687
S 2.3261 -4.1985 3.0774
N 2.6410 -2.4732 2.7638
C 2.3494 -2.3403 1.2605
C 2.4325 -0.9168 0.4077
C 2.8440 0.4270 1.2507
C 3.9497 1.3953 0.5242
N 4.9849 1.9922 1.4803
H -1.9906 2.0165 2.6814
H -0.4035 1.1704 3.2677
H -0.2519 2.5010 1.9339
H -0.1522 -0.0146 0.9565
H -1.7875 -0.4358 1.7958
H -1.5298 0.6539 -3.1356
H -1.0310 -0.8088 -2.0557
H 0.8270 -0.5218 -3.8809
H 0.8039 1.3611 -3.7653
H 2.0429 1.3463 -1.5116
H 3.0152 0.4049 -2.8228
H 1.3682 -2.4960 -3.0954
H -0.1856 -5.1743 -2.3374
H 1.8515 1.0339 1.4462
H 3.3102 0.0759 2.2786
H 3.3415 2.3334 0.1054
H 4.4518 0.9129 -0.4429
H 5.6267 2.5421 0.8340
H 4.4423 2.7560 1.9848
C -6.4483 0.7312 0.0038
C -5.7142 1.6690 0.9398
O -4.6229 0.9927 1.5465
H -6.8170 -0.1445 0.5479
H -7.2956 1.2362 -0.4686
H -5.7775 0.3610 -0.7783
H -6.3821 2.0192 1.7324
H -5.3312 2.5410 0.4009
H -4.0316 0.6931 0.8348

=====

4.
The following is a quantum chemistry calculation of a molecular structure, C16H25N4O9P2V at a distorted geometry, from the OMol25 dataset.

As for the HOMO energy (spin up / spin down): -2.82 / -4.45 eV. The value obtained for the energy relative to the best compared isomer or geometry (same formula, charge and spin) is 216.02 kJ/mol. The total charge is -1. The spin multiplicity is 4.

Element x y z (Å)
V 0.4057 0.1259 1.2509
C 2.9567 -3.0892 0.5569
C 2.4526 -1.6515 0.5559
O 1.1944 -1.5056 0.3045
C 3.3720 -0.6398 0.7099
C 3.0524 0.7344 0.5227
C 4.1151 1.7594 0.2437
N 1.7865 1.0803 0.4774
N 1.4278 2.2473 -0.0877
C 0.1373 2.2009 -0.3499
O -0.5418 1.1378 -0.0440
C -0.4782 3.2785 -1.1109
C 0.1328 4.5360 -1.1773
C -0.4311 5.5439 -1.9291
C -1.6032 5.3169 -2.6400
C -2.2175 4.0729 -2.5779
C -1.6674 3.0631 -1.8157
H 2.9240 -3.4904 -0.4589
H 2.3133 -3.7027 1.1855
H 3.9799 -3.1464 0.9168
H 4.4081 -0.9043 0.8747
H 5.1054 1.3522 0.4288
H 3.9395 2.6242 0.8813
H 4.0461 2.0930 -0.7927
H 1.0466 4.6801 -0.6235
H 0.0475 6.5138 -1.9735
H -2.0371 6.1083 -3.2351
H -3.1260 3.8992 -3.1407
H -2.1324 2.0881 -1.7666
O -2.3429 1.1252 2.0019
P -1.3212 1.4075 3.2075
O -1.8962 2.2608 4.2465
O 0.0400 1.6286 2.6405
O -1.2428 -0.1681 3.9306
P -0.4879 -1.2868 3.1612
O -0.8364 -2.6242 3.9961
O 0.9714 -1.1372 3.0218
O -1.3304 -1.4540 1.8563
H -1.8181 1.1707 1.1779
H -0.4267 -2.5790 4.8549
N -1.6501 -3.1887 -0.0408
C -0.5920 -3.7795 -0.8646
C -0.5346 -3.0938 -2.2345
N -0.6980 -1.6653 -2.1110
C -2.0316 -1.3328 -1.6348
C -2.6735 -2.4292 -0.7522
H -1.1427 -2.1467 1.1395
H -2.0736 -3.8940 0.5524
H -0.7222 -4.8639 -0.9821
H 0.3491 -3.5791 -0.3450
H -1.3266 -3.4771 -2.8894
H 0.4314 -3.3011 -2.7016
H -0.0068 -1.3118 -1.4459
H -2.6746 -1.1769 -2.5147
H -1.9521 -0.3929 -1.0881
H -3.3165 -3.0791 -1.3725
H -3.3035 -1.9579 0.0046

=====

5.
The following is a quantum chemistry calculation of a molecular structure, C16H25NO3 at a distorted geometry, from the OMol25 dataset.

As for the HOMO energy: -7.99 eV. The value obtained for the energy relative to the best compared isomer or geometry (same formula, charge and spin) is 1418.82 kJ/mol. The total charge is 0.

Element x y z (Å)
C -3.6412 -2.0010 -0.8734
C -4.8999 -1.3524 -0.7748
C -4.7957 0.2077 -0.3539
C -4.3772 0.2485 1.0799
O -3.0170 -0.1175 1.1014
C -2.3025 1.1147 1.5210
C -2.0872 1.9355 0.3929
H -1.3782 2.9181 0.3917
C -1.3717 1.3008 -0.9952
N -0.0037 0.6914 -0.5078
C 1.0576 1.5817 -0.7193
O 1.0530 2.5400 -1.4411
C 2.3907 0.5606 -0.3319
C 3.5100 1.6568 -0.1756
C 4.7109 1.1141 0.0993
C 4.7769 -0.2054 0.7960
C 3.7900 -1.1829 0.7180
C 2.4694 -0.6382 0.3096
O 1.4999 -1.2761 0.1679
C 1.4815 -2.7387 0.5075
C 2.0753 -3.4700 -0.9209
H 1.4170 -3.1347 -1.5591
H 3.1359 -3.0118 -0.9386
H 2.0633 -4.4919 -0.5110
H 0.4756 -2.9486 0.2818
H 2.1528 -3.0099 1.2910
H 3.8963 -2.2165 1.0156
H 5.8369 -0.3814 0.9890
H 5.4923 1.7576 0.3347
H 3.3885 2.5382 -0.5041
H -0.0243 -0.0173 -0.0359
H -1.1730 1.9176 -1.8742
H -1.9271 0.4863 -1.1877
H -2.9637 2.3404 -0.1644
H -2.7269 1.7625 2.2608
H -1.2533 1.0168 1.8794
H -4.6624 1.2882 1.3040
H -4.9344 -0.4351 2.0152
H -5.9695 0.6077 -0.3475
H -4.4299 0.7950 -0.9223
H -5.5277 -1.4636 -1.5520
H -5.7645 -1.8276 0.2134
H -3.2505 -1.5762 -1.7499
H -3.1505 -2.0425 -0.0254
H -3.9157 -2.9966 -1.2602